(1)
Formula: C31H33BrCrN7O2
Source: OMol25
Level of theory: the ωB97M-V functional and the def2-TZVPD basis

XYZ file:
```
75
Properties=species:S:1:pos:R:3
H 5.98277 1.50207 3.08551
C -1.64872 -1.93435 -0.70195
N -0.96489 1.90697 -0.24192
H 1.98315 -2.71489 1.29496
H -0.83715 0.49759 3.17889
C 1.45687 -1.00222 2.49208
H 2.88811 -0.33523 -0.00730
C 6.39268 4.49855 1.57568
Br -1.81917 6.47908 -0.62528
C 1.80133 2.92516 1.43188
H 1.19348 7.32503 -1.97037
C 5.74879 2.38360 2.50761
H -2.88189 -0.26457 -1.05405
C -1.03818 2.49387 -1.44017
C 0.57766 -2.36018 -1.11050
H 2.12551 -1.18634 -1.93014
C 1.40059 7.80961 0.10665
C 2.18668 6.03285 1.51945
N 2.77925 3.03223 -0.66857
C 4.16648 3.66786 1.22768
H 2.47037 5.67148 2.49461
C 1.88936 5.65833 -0.83756
C -1.01484 -4.07629 -1.57301
H 1.80977 0.00890 2.71281
H 1.49218 -1.59135 3.41550
C -1.99986 -3.20906 -1.12901
H 1.10989 -4.28339 -1.87350
H 2.71871 -2.62268 -1.05279
H 7.68792 3.25109 2.73774
C 4.48982 2.52822 1.95961
N -2.26815 -0.18602 0.91691
C 0.30330 -3.64377 -1.55213
C -0.94044 -0.55656 2.91679
C 5.12611 4.65470 1.03763
C 2.79040 3.77651 0.59057
H 1.67913 7.98344 2.21725
N -0.38002 -1.50697 -0.71187
H -2.80626 0.67144 0.95263
C -1.46596 4.63741 -0.47753
H 4.88337 5.53820 0.46559
H 3.35904 -1.67754 1.70077
N 2.09212 -0.95638 0.14309
C -1.28006 3.84451 -1.60856
C -2.27854 -0.83822 2.22493
N 1.47446 1.83526 0.67860
C 2.30442 -1.67368 1.41254
H -3.03717 -3.50431 -1.11648
C 1.97535 -1.81583 -1.04298
H -0.14521 -1.87567 1.67258
C 1.74556 7.33348 1.35976
H -0.88742 1.85868 -2.30458
C 2.27912 5.18807 0.41406
H -2.39104 -1.91884 2.09676
H -3.10714 -0.49313 2.84957
H 1.09289 8.83464 -0.02370
H -3.63555 -1.51319 -0.03726
C 6.70444 3.36724 2.31280
Cr 0.34676 0.25810 0.07771
H -0.86099 -1.14696 3.83928
H 3.25224 3.33966 -1.50213
H 1.92831 5.02164 -1.70997
H -1.12066 2.17811 1.79548
C -1.41739 4.02897 0.77586
C 1.95906 1.99494 -0.56898
H 7.14095 5.25972 1.41543
C -1.17464 2.67471 0.83707
H -1.32419 4.27580 -2.59605
N 0.09789 -0.92190 1.95706
C 1.46788 6.96584 -0.99138
H 3.75114 1.75337 2.11697
H -1.55528 4.60117 1.68156
H -1.26602 -5.06731 -1.91249
C -2.70251 -0.96728 -0.23250
O 1.57023 1.19142 -1.44693
O 1.38760 3.15798 2.53612
```

Calculated values
HOMO-LUMO gap (spin up / spin down) = 5.99 / 6.63 eV
Charge = +2
2S+1 = 2
⟨S²⟩ = 0.7913

Atom charges from the Löwdin analysis, given in e for atoms 1 to 8: number 1, H, carries 0.1085; number 2, C, carries -0.2282; number 3, N, carries -0.0542; number 4, H, carries 0.1395; number 5, H, carries 0.1254; number 6, C, carries -0.1587; number 7, H, carries 0.1415; number 8, C, carries -0.0475


(2)
Formula: C5H12O2
Source: OMol25
Level of theory: the ωB97M-V functional and the def2-TZVPD basis

XYZ file:
```
19
Properties=species:S:1:pos:R:3
C -0.71918 0.90171 0.95456
H -2.32008 2.20932 1.62935
C 0.92894 -0.83670 0.07927
C -0.33799 -0.02214 -0.20761
H 0.78972 -1.38447 1.02501
H 0.43081 -2.49413 -1.23962
H 0.72758 1.09844 -1.31758
H 1.47816 -1.26136 -1.96083
O 1.97314 0.12653 0.22419
H -1.15985 -0.72593 -0.39877
H 0.03758 1.69319 1.01845
H -2.19416 2.07254 -0.13420
O -0.15657 0.70933 -1.40746
H 2.81753 -0.32846 0.11638
C -2.10863 1.51823 0.80566
H -0.66353 0.33941 1.89641
H 2.13904 -2.42229 -0.78022
C 1.26419 -1.81307 -1.04076
H -2.88889 0.74706 0.81479
```

Calculated values
HOMO-LUMO gap = 10.86 eV
SMILES = CC[C@@H](O)[C@@H](C)O

Atom charges from the natural (NBO) analysis, given in e for atoms 1 to 8: number 1, C, carries -0.4179; number 2, H, carries 0.2081; number 3, C, carries 0.0795; number 4, C, carries 0.0839; number 5, H, carries 0.1623; number 6, H, carries 0.2207; number 7, H, carries 0.4742; number 8, H, carries 0.2234


(3)
Formula: C5H5BiCl2NO5Tb
Source: OMol25
Level of theory: the ωB97M-V functional and the def2-TZVPD basis

XYZ file:
```
20
Properties=species:S:1:pos:R:3
O -0.07848 -0.05447 3.20153
C 0.82202 2.99575 -7.34869
N -0.17530 -3.68189 3.19184
H 0.51703 -3.64715 2.43005
C -0.90716 4.35095 -6.23889
C -0.13703 -1.28686 2.87854
O -1.16623 5.11667 -7.08307
O -0.08887 -1.68336 1.65734
Cl 2.01103 0.92893 -5.14131
Bi 0.49488 0.46237 0.60841
H -1.03849 -2.32259 4.59236
Cl -1.72873 1.22785 -0.18970
O 1.03639 3.38279 -8.43810
H 0.73445 -2.33749 4.54108
C 0.59981 1.96807 2.65174
C -0.16540 -2.38485 3.93115
Tb 0.13694 2.51756 -5.12773
H -1.07218 -3.75049 2.69833
O 0.24256 2.73660 3.43704
H -0.03723 -4.53839 3.74809
```

Calculated values
HOMO-LUMO gap (spin up / spin down) = 7.64 / 8.02 eV
Charge = +4
2S+1 = 7
⟨S²⟩ = 12.7191

Atom charges from the Löwdin analysis, given in e for atoms 1 to 8: number 1, O, carries -0.0909; number 2, C, carries -0.0828; number 3, N, carries 0.2105; number 4, H, carries 0.1738; number 5, C, carries -0.0536; number 6, C, carries -0.5668; number 7, O, carries 0.2493; number 8, O, carries -0.1720


Relative energy (zero: lowest compared OMol25 entry of this formula, charge and spin) values (in kJ/mol) by entry order: 33.4; 52.2; 0.0.
DFT total energy values (in eV) by entry order: -145661.0162; -9474.5947; -70268.0516.